No. 1
C10H7N3O3PdS2 | ωB97M-V with the def2-TZVPD basis set

Values from the calculation:
⟨S²⟩: 6.095
Molar mass (Da): 387.74
HOMO level (spin up / spin down) (eV): -8.07 / -7.91

ORCA input file:
```
! wB97M-V def2-TZVPD RIJCOSX def2/J DEFGRID3
* xyz 0 5
Pd -0.09302 0.34916 -0.01541
O 1.78182 1.05386 0.22926
C 2.63970 0.50132 1.07009
C 4.00238 0.58247 0.73925
C 4.97129 0.04961 1.55784
C 4.61867 -0.60291 2.74223
C 3.28996 -0.67946 3.08881
C 2.29026 -0.11757 2.28270
C 0.90589 -0.14552 2.72576
N -0.17663 0.04019 1.98818
C -1.28465 -0.08951 2.79527
C -0.86593 -0.37001 4.05039
N 0.50964 -0.38406 3.99227
H 4.25535 1.07170 -0.19196
H 6.01165 0.12081 1.26798
H 5.37257 -1.05469 3.37125
H 3.01575 -1.21713 3.98879
H -2.28441 -0.00656 2.40957
H -1.40871 -0.56366 4.95654
H 1.12821 -0.53862 4.76786
S 0.16487 0.75059 -2.16614
S 0.18163 -3.47784 2.11892
C 0.36266 -2.52164 0.84212
N 0.49727 -1.81828 -0.09994
O -2.16145 0.24606 -0.20543
O -2.33726 1.47105 -0.08907
*
```

No. 2
C10H7NO2 | ωB97M-V with the def2-TZVPD basis set

Values from the calculation:
Molar mass (Da): 173.17
HOMO level (eV): -7.76

ORCA input file:
```
! wB97M-V def2-TZVPD RIJCOSX def2/J DEFGRID3
* xyz 0 1
O 3.60111 -1.79121 -1.28375
C 2.62865 -1.63395 -0.36321
O 2.34088 -2.78049 0.56080
C 1.75391 -0.26941 -0.11553
C 2.45136 1.21874 0.10269
N 1.61444 2.47724 0.37418
C 0.07818 2.36471 0.44991
C -0.74737 0.96359 0.21053
C -2.40922 0.84433 0.24526
C -3.20179 -0.58043 -0.03981
C -2.36727 -1.96469 -0.32521
C -0.71099 -1.83738 -0.32979
C 0.09167 -0.42654 -0.08528
H 3.63267 1.28274 0.03848
H 2.12752 3.39215 0.50910
H -0.49130 3.37847 0.69901
H -3.05349 1.82148 0.44062
H -4.37836 -0.59806 -0.03690
H -2.84596 -3.02270 -0.51674
H -0.11462 -2.83860 -0.53433
*
```

Relative energy (zero: lowest compared OMol25 entry of this formula, charge and spin), record by record: 0.926 15.637 eV